{
  "formula": "C23H26BrN3O6S",
  "method": "ωB97M-V/def2-TZVPD",
  "multiplicity": 1,
  "total_energy_ev": -121906.1959,
  "smiles": "O=C(COC(=O)c1ccccc1Br)Nc1cc(S(=O)(=O)N2CCOCC2)ccc1N1CCCC1",
  "elements": ["O", "C", "C", "O", "C", "O", "C", "C", "C", "C", "C", "C", "Br", "N", "C", "C", "C", "S", "O", "O", "N", "C", "C", "O", "C", "C", "C", "C", "C", "N", "C", "C", "C", "C", "H", "H", "H", "H", "H", "H", "H", "H", "H", "H", "H", "H", "H", "H", "H", "H", "H", "H", "H", "H", "H", "H", "H", "H", "H", "H"],
  "xyz": [[2.61608, 1.29273, -0.11887], [1.57400, 1.75523, 0.28269], [1.24387, 3.24843, 0.14863], [-0.16214, 3.43531, 0.02796], [-0.61978, 4.21556, -0.95893], [0.08603, 4.83023, -1.71507], [-2.10672, 4.20371, -1.06314], [-2.62411, 4.63548, -2.28643], [-3.98206, 4.64466, -2.53133], [-4.85872, 4.22517, -1.54292], [-4.37049, 3.80950, -0.31787], [-3.00444, 3.79705, -0.07661], [-2.46279, 3.23273, 1.65876], [0.58385, 1.05723, 0.87771], [0.59727, -0.32562, 1.14441], [1.74595, -0.91352, 1.64345], [1.74294, -2.24888, 1.99473], [3.26454, -3.00375, 2.55591], [4.03602, -2.01630, 3.24982], [2.92946, -4.22933, 3.22207], [4.13239, -3.42703, 1.20527], [4.81486, -2.40053, 0.45095], [4.00558, -1.96832, -0.77688], [3.62038, -3.08570, -1.55569], [2.84898, -3.99586, -0.80484], [3.63814, -4.51784, 0.40074], [0.58070, -2.99007, 1.91545], [-0.56943, -2.41337, 1.41310], [-0.58144, -1.08696, 0.95776], [-1.70299, -0.52039, 0.39976], [-2.98610, -1.19794, 0.44251], [-3.89169, -0.27793, -0.36609], [-2.96221, 0.13501, -1.50283], [-1.62955, 0.34011, -0.77932], [1.59222, 3.77136, 1.04593], [1.75367, 3.66198, -0.72680], [-1.91886, 4.95997, -3.03652], [-4.35631, 4.97851, -3.48620], [-5.92336, 4.22601, -1.71861], [-5.04878, 3.49600, 0.46110], [-0.24537, 1.55542, 1.16944], [2.63904, -0.32857, 1.78799], [4.98790, -1.56242, 1.12413], [5.77912, -2.80836, 0.12572], [4.61173, -1.34046, -1.43079], [3.11520, -1.40367, -0.46874], [2.59900, -4.81247, -1.48491], [1.92200, -3.50823, -0.46290], [3.02156, -5.14339, 1.04499], [4.49724, -5.09839, 0.04528], [0.59277, -4.01537, 2.24861], [-1.46482, -3.00905, 1.35263], [-3.30863, -1.31837, 1.47856], [-2.94664, -2.18632, -0.03716], [-4.79420, -0.77703, -0.71074], [-4.17073, 0.59132, 0.22951], [-3.28991, 1.03640, -2.01847], [-2.88340, -0.67304, -2.23071], [-0.77077, 0.07997, -1.40529], [-1.53602, 1.38942, -0.49092]],
  "atomic_forces_ev_per_a": [[0.320, -0.026, -0.030], [-0.441, 0.588, -0.175], [0.701, 0.098, -0.272], [0.014, -0.050, 0.013], [0.238, 0.165, -0.243], [-0.067, -0.073, 0.114], [-0.205, -0.007, -0.005], [0.089, -0.022, 0.083], [-0.020, -0.013, 0.007], [0.092, 0.019, -0.027], [0.003, -0.055, 0.122], [0.135, -0.081, 0.082], [-0.416, 0.007, 0.122], [-0.395, -0.196, 0.355], [0.207, -0.327, -0.049], [-0.079, 0.051, 0.033], [0.505, -0.247, 0.330], [0.169, -0.227, -0.103], [-0.069, 0.269, -0.257], [-0.256, 0.002, -0.238], [-0.401, 0.212, 0.972], [0.067, 0.502, -0.388], [0.114, 0.115, 0.188], [0.167, -0.073, -0.152], [-0.031, -0.199, 0.177], [-0.414, -0.302, -0.424], [0.041, -0.077, 0.054], [-0.021, 0.068, -0.048], [0.357, -0.055, 0.150], [-0.195, 0.102, 0.102], [-0.231, -0.069, 0.134], [0.096, -0.144, -0.039], [0.042, 0.011, 0.127], [0.093, 0.401, -0.394], [-0.059, -0.036, -0.110], [-0.042, -0.188, 0.224], [0.035, 0.024, -0.050], [-0.025, 0.027, -0.095], [-0.102, 0.002, -0.012], [-0.022, -0.017, 0.061], [0.018, 0.055, -0.140], [0.055, 0.150, -0.013], [0.170, 0.081, -0.150], [-0.055, 0.056, 0.064], [-0.041, 0.052, 0.103], [0.121, -0.023, -0.085], [-0.057, 0.009, 0.109], [0.079, -0.080, -0.079], [0.027, -0.179, -0.174], [-0.075, 0.010, 0.065], [-0.081, -0.143, 0.030], [-0.110, -0.044, -0.031], [-0.027, -0.105, -0.031], [-0.003, -0.023, 0.055], [-0.057, -0.018, 0.029], [-0.031, 0.052, 0.058], [0.029, 0.024, -0.046], [-0.005, -0.020, -0.041], [-0.001, 0.029, 0.031], [0.052, -0.058, -0.092]],
  "mulliken_charge": [-0.61, 0.42, -0.72, -0.02, 0.56, -0.62, 0.70, -0.64, -0.58, -0.54, -0.48, -0.11, -0.04, -0.11, 0.31, -0.27, -0.34, 1.25, -0.72, -0.74, 0.08, -0.78, -0.15, -0.47, -0.11, -0.79, -0.96, -0.70, 0.50, 0.24, -0.98, -0.59, -0.74, 0.48, 0.28, 0.44, 0.48, 0.42, 0.41, 0.46, 0.14, 0.55, 0.39, 0.33, 0.39, 0.15, 0.37, 0.05, 0.39, 0.35, 0.50, 0.42, 0.41, 0.45, 0.41, 0.18, 0.31, 0.36, 0.34, -0.69]
}